# 1
16 unconnected molecules or ions with the total composition C45H96F12N3O18PS2 in a non-equilibrium geometry, computed with ωB97M-V/def2-TZVPD.

Element x y z (Å)
C: 3.283 1.856 -1.643
C: 3.544 3.446 -1.217
P: 3.988 3.591 0.635
C: 5.672 4.462 0.923
C: 4.151 1.752 1.234
C: 5.695 1.141 1.378
C: 5.921 -0.407 1.881
C: 4.612 -1.323 2.259
C: 3.096 -0.692 2.113
C: 2.790 0.849 1.590
N: 1.419 1.460 1.404
C: 0.950 2.243 2.610
N: 2.059 2.734 3.521
C: 1.467 3.252 4.849
C: 0.391 0.470 0.903
C: -0.750 1.045 -0.174
O: -0.673 2.497 -0.540
C: -1.715 3.104 0.348
N: -2.531 3.760 1.128
C: -1.923 0.047 -0.826
C: -2.944 0.766 -1.900
C: -4.516 0.798 -1.434
O: -4.839 1.805 -0.404
C: -6.268 1.500 -0.064
C: -6.418 0.673 1.351
F: -7.838 0.373 1.686
F: -5.696 -0.639 1.362
F: -5.795 1.531 2.408
C: -2.000 -1.575 -0.423
C: -3.112 -2.596 -1.076
C: -2.902 -2.854 -2.706
O: -3.901 -3.907 -3.083
C: -0.889 -2.146 0.689
C: -0.843 -3.727 1.194
C: 0.202 -4.579 0.245
C: -0.225 -6.142 -0.008
C: 1.083 -7.062 -0.497
C: 1.908 -7.680 0.821
F: 1.365 -7.192 2.120
F: 3.273 -7.034 0.715
C: 2.180 -9.285 0.735
F: 3.427 -9.554 1.544
F: 2.530 -9.695 -0.662
S: 0.856 -10.405 1.400
F: 1.098 -9.964 3.036
F: -0.422 -9.299 1.147
F: 0.644 -11.060 -0.205
F: 2.067 -11.643 1.645
F: -0.313 -11.544 1.940
C: 0.269 -1.112 1.311
S: 1.580 -1.761 2.540
H: 3.022 1.819 -2.806
H: 4.228 1.180 -1.506
H: 2.313 1.442 -1.100
H: 2.523 4.000 -1.414
H: 4.381 3.957 -1.855
H: 6.367 3.878 1.696
H: 6.233 4.588 -0.097
H: 5.452 5.514 1.442
H: 6.642 1.778 1.097
H: 6.982 -0.898 1.968
H: 4.690 -2.451 2.612
H: 0.102 1.692 3.241
H: 0.418 3.225 2.188
H: 2.396 3.631 3.058
H: 2.353 3.159 5.635
H: 1.183 4.386 4.806
H: 0.601 2.557 5.219
H: -2.828 0.188 -2.920
H: -2.646 1.894 -2.141
H: -4.947 -0.225 -1.062
H: -5.146 1.099 -2.398
H: -6.799 0.929 -0.964
H: -6.831 2.520 0.057
H: -4.228 -2.278 -0.910
H: -3.010 -3.679 -0.584
H: -1.825 -3.273 -2.962
H: -3.155 -1.921 -3.365
H: -3.667 -4.272 -4.004
H: -0.437 -3.826 2.311
H: -1.918 -4.234 1.219
H: 0.200 -4.049 -0.814
H: 1.296 -4.553 0.706
H: -0.815 -6.639 0.887
H: -0.976 -6.178 -0.934
H: 1.778 -6.322 -1.095
H: 0.716 -7.915 -1.215
C: 3.654 5.276 -4.497
O: 4.715 4.578 -3.871
H: 3.026 5.730 -3.728
H: 4.062 6.059 -5.141
H: 3.057 4.578 -5.088
H: 5.256 4.186 -4.578
C: -6.598 -4.777 -1.192
O: -5.902 -4.101 -0.161
H: -6.050 -4.657 -2.129
H: -6.671 -5.840 -0.948
H: -7.598 -4.348 -1.299
H: -6.412 -4.225 0.658
C: -5.494 4.102 4.921
O: -6.404 3.957 3.846
H: -5.766 4.989 5.499
H: -5.545 3.221 5.565
H: -4.482 4.222 4.528
H: -6.139 3.162 3.352
C: 3.066 -12.151 5.170
O: 2.068 -11.417 5.856
H: 3.764 -12.569 5.900
H: 2.601 -12.963 4.608
H: 3.607 -11.486 4.492
H: 1.464 -11.058 5.183
C: 2.906 0.657 7.401
O: 1.996 0.512 6.326
H: 2.634 1.544 7.979
H: 2.855 -0.224 8.045
H: 3.918 0.777 7.008
H: 2.261 -0.283 5.833
C: 0.669 5.052 8.497
O: 0.369 5.309 7.137
H: 0.305 4.056 8.758
H: 1.750 5.094 8.647
H: 0.174 5.795 9.127
H: 0.703 6.200 6.934
C: 6.323 -12.678 3.710
O: 6.327 -12.350 5.087
H: 6.068 -13.735 3.597
H: 5.580 -12.068 3.191
H: 7.315 -12.499 3.289
H: 6.557 -11.408 5.156
C: -3.277 1.798 -6.057
O: -3.273 2.127 -4.680
H: -3.532 0.742 -6.170
H: -4.020 2.408 -6.576
H: -2.285 1.978 -6.478
H: -3.043 3.069 -4.611
C: 3.354 6.449 -8.035
O: 4.415 5.750 -7.409
H: 2.726 6.903 -7.266
H: 3.762 7.232 -8.679
H: 2.757 5.751 -8.626
H: 4.956 5.358 -8.116
C: -3.911 7.222 3.444
O: -3.987 6.874 2.074
H: -4.509 8.120 3.617
H: -4.305 6.402 4.051
H: -2.871 7.422 3.714
H: -3.447 6.075 1.951
C: -0.680 -9.665 -4.121
O: -0.058 -8.833 -3.159
H: -0.788 -9.108 -5.055
H: -0.061 -10.548 -4.295
H: -1.668 -9.964 -3.761
H: 0.024 -9.354 -2.342
C: 6.446 8.453 -9.602
O: 5.595 9.159 -8.718
H: 5.854 7.722 -10.158
H: 6.907 9.154 -10.304
H: 7.219 7.934 -9.030
H: 6.148 9.800 -8.240
C: -5.411 4.842 -3.651
O: -5.487 4.495 -5.021
H: -6.009 5.740 -3.478
H: -5.805 4.023 -3.044
H: -4.371 5.042 -3.381
H: -4.947 3.695 -5.144
C: 1.004 5.984 0.534
O: 2.149 6.534 1.159
H: 0.828 4.982 0.932
H: 0.136 6.614 0.742
H: 1.172 5.921 -0.544
H: 2.280 7.422 0.786
C: -6.011 9.046 -3.317
O: -6.087 8.698 -4.688
H: -6.609 9.943 -3.145
H: -6.405 8.226 -2.711
H: -4.971 9.246 -3.048
H: -5.547 7.899 -4.810

The calculation puts the largest force on an atom at 0.2281 hartree/bohr.

# 2
9 unconnected molecules or ions with the total composition C45H99F3O33P6 in a non-equilibrium geometry, computed with ωB97M-V/def2-TZVPD.

Element x y z (Å)
O: -0.764 -9.956 -4.304
C: -0.077 -9.029 -4.019
O: 1.022 -8.573 -4.628
C: 1.629 -7.493 -3.889
C: 0.793 -7.512 -2.608
F: 0.526 -6.285 -2.115
O: -0.350 -8.225 -2.970
H: 2.691 -7.733 -3.895
H: 1.543 -6.582 -4.487
H: 1.302 -8.089 -1.828
O: -4.046 -4.947 -2.831
C: -3.307 -4.155 -3.316
O: -3.230 -2.877 -2.914
C: -2.247 -2.210 -3.652
C: -1.459 -3.341 -4.344
F: -0.340 -3.812 -3.717
O: -2.420 -4.382 -4.308
H: -2.787 -1.711 -4.467
H: -1.621 -1.427 -3.228
H: -1.110 -3.111 -5.350
O: -8.218 -0.853 1.491
C: -7.535 -1.830 1.514
O: -7.869 -2.975 2.088
C: -6.612 -3.546 2.535
C: -5.769 -3.195 1.292
F: -6.091 -4.011 0.243
O: -6.258 -1.892 1.030
H: -6.300 -3.085 3.467
H: -6.916 -4.580 2.692
H: -4.699 -3.309 1.399
C: -1.148 2.933 0.158
C: -0.713 2.289 -1.172
O: 0.561 1.635 -1.043
P: 0.813 0.294 -0.241
O: 1.477 0.488 1.056
O: -0.585 -0.481 -0.315
C: -0.983 -1.388 0.717
C: -2.431 -1.832 0.495
O: 1.790 -0.456 -1.261
C: 2.382 -1.709 -0.925
C: 1.632 -2.839 -1.673
H: -0.985 2.182 0.932
H: -0.580 3.829 0.386
H: -2.220 3.020 -0.026
H: -1.346 1.458 -1.497
H: -0.722 3.012 -1.986
H: -0.284 -2.231 0.701
H: -0.816 -0.922 1.693
H: -2.363 -2.565 -0.319
H: -2.746 -2.495 1.298
H: -3.041 -1.000 0.160
H: 3.409 -1.635 -1.275
H: 2.274 -1.887 0.148
H: 2.042 -2.674 -2.672
H: 1.923 -3.845 -1.381
H: 0.563 -2.660 -1.613
C: -10.325 3.555 -1.539
C: -9.115 3.394 -0.598
O: -7.913 3.706 -1.306
P: -7.315 5.188 -1.091
O: -7.004 5.675 0.269
O: -8.329 6.111 -1.909
C: -8.799 7.349 -1.419
C: -8.020 8.446 -2.104
O: -6.001 5.110 -2.028
C: -4.811 4.595 -1.473
C: -3.680 5.575 -1.816
H: -11.135 2.825 -1.531
H: -10.800 4.536 -1.639
H: -9.985 3.474 -2.580
H: -9.411 3.834 0.353
H: -9.001 2.316 -0.475
H: -9.846 7.447 -1.735
H: -8.924 7.553 -0.354
H: -6.949 8.244 -2.001
H: -8.254 8.560 -3.161
H: -8.082 9.434 -1.638
H: -4.770 4.696 -0.382
H: -4.623 3.564 -1.774
H: -3.584 6.480 -1.219
H: -2.736 5.044 -1.644
H: -3.696 5.843 -2.874
C: -6.096 -0.430 6.089
C: -4.590 -0.404 6.314
O: -3.936 0.263 5.214
P: -3.456 -0.658 4.007
O: -4.438 -1.645 3.526
O: -2.950 0.368 2.902
C: -3.885 1.130 2.171
C: -4.726 2.228 2.828
O: -2.055 -1.271 4.494
C: -1.832 -2.604 4.899
C: -0.363 -2.781 5.208
H: -6.558 0.537 6.318
H: -6.388 -0.547 5.045
H: -6.611 -1.100 6.779
H: -4.407 0.272 7.151
H: -4.142 -1.360 6.582
H: -3.390 1.439 1.249
H: -4.721 0.477 1.868
H: -4.065 3.038 3.153
H: -5.347 2.636 2.030
H: -5.360 1.880 3.638
H: -2.411 -2.833 5.811
H: -2.411 -3.291 4.267
H: 0.222 -2.364 4.387
H: -0.084 -2.271 6.131
H: 0.037 -3.778 5.401
C: 4.942 -0.855 2.314
C: 4.208 -1.264 3.592
O: 4.403 -0.204 4.546
P: 3.227 0.033 5.620
O: 2.351 -1.095 5.959
O: 4.051 0.615 6.859
C: 3.282 1.129 7.951
C: 4.115 0.912 9.223
O: 2.454 1.304 5.056
C: 1.545 1.172 3.970
C: 0.117 1.067 4.465
H: 4.885 -1.706 1.626
H: 4.411 -0.092 1.745
H: 5.981 -0.645 2.557
H: 3.170 -1.387 3.284
H: 4.647 -2.169 4.009
H: 2.998 2.164 7.758
H: 2.347 0.577 8.075
H: 3.840 1.533 10.069
H: 4.079 -0.148 9.478
H: 5.150 1.062 8.909
H: 1.598 1.915 3.180
H: 1.703 0.164 3.573
H: -0.588 0.994 3.636
H: -0.046 0.235 5.151
H: -0.134 1.940 5.079
C: 3.878 7.153 -3.039
C: 5.031 7.439 -2.072
O: 4.662 6.741 -0.886
P: 5.813 6.198 0.145
O: 6.669 5.129 -0.395
O: 6.598 7.528 0.615
C: 7.725 8.051 -0.111
C: 8.946 8.289 0.767
O: 4.922 5.825 1.425
C: 4.600 4.446 1.630
C: 3.327 4.001 0.961
H: 3.972 6.076 -3.202
H: 2.894 7.313 -2.608
H: 4.013 7.618 -4.015
H: 5.982 7.170 -2.546
H: 5.254 8.490 -1.855
H: 8.006 7.341 -0.892
H: 7.340 8.986 -0.517
H: 8.910 7.419 1.427
H: 9.920 8.330 0.284
H: 8.843 9.252 1.267
H: 5.444 3.815 1.345
H: 4.469 4.271 2.699
H: 2.478 4.463 1.481
H: 3.124 4.298 -0.068
H: 3.176 2.933 1.128
C: 4.155 -2.631 -4.958
C: 3.889 -4.035 -5.524
O: 5.138 -4.708 -5.629
P: 5.323 -6.256 -5.231
O: 5.215 -6.506 -3.787
O: 6.747 -6.656 -5.894
C: 7.962 -6.307 -5.238
C: 8.218 -4.812 -5.056
O: 4.392 -7.135 -6.176
C: 4.269 -8.545 -6.007
C: 4.928 -9.251 -7.218
H: 5.072 -2.284 -5.436
H: 3.441 -1.842 -5.188
H: 4.280 -2.763 -3.884
H: 3.079 -4.542 -4.996
H: 3.525 -3.931 -6.551
H: 8.164 -6.797 -4.281
H: 8.695 -6.754 -5.912
H: 8.156 -4.440 -4.036
H: 9.252 -4.578 -5.335
H: 7.680 -4.190 -5.771
H: 4.817 -8.838 -5.109
H: 3.260 -8.936 -5.887
H: 4.228 -9.771 -7.873
H: 5.490 -8.541 -7.820
H: 5.583 -10.052 -6.873

As for the SMILES: O=C1OC[C@@H](F)O1.O=C1OC[C@@H](F)O1.O=C1OC[C@@H](F)O1.CCOP(=O)(OCC)OCC.CCOP(=O)(OCC)OCC.CCOP(=O)(OCC)OCC.CCOP(=O)(OCC)OCC.CCOP(=O)(OCC)OCC.CCOP(=O)(OCC)OCC. The calculation puts the largest force on an atom at 0.0636 hartree/bohr.

| no. | Kohn-Sham gap (eV) |
| --- | --- |
| 1 | 4.46 |
| 2 | 10.37 |